A | 17
Properties=species:S:1:pos:R:3:mulliken_charge:R:1 method="wB97M-V/def2-TZVPD" homo_ev=-8.4 smiles="CSC1CC1.C=O"
C 1.3095 1.3166 -0.6294 -0.74
C -0.8129 -1.8183 0.5881 -0.30
C -0.8724 -1.2124 -0.7582 -0.62
C 0.4297 -1.2038 0.0659 -0.23
C -2.4033 1.8030 2.0667 -0.10
O -2.4701 1.8478 0.8602 -0.37
S 0.9479 0.4168 0.7754 -0.13
H 1.4522 2.3474 -0.3302 0.33
H 2.3402 1.0459 -1.1328 0.26
H -1.3967 -1.5614 1.5435 0.21
H -0.8310 -2.9550 0.3945 0.20
H -0.9774 -1.7919 -1.5999 0.28
H -1.2664 -0.1929 -0.9041 0.15
H 1.2958 -1.6873 -0.3782 0.35
H -1.5488 2.2303 2.5762 0.23
H -3.2872 1.5914 2.7398 0.24
H 0.3940 1.2677 -1.3691 0.22

B | 17
Properties=species:S:1:pos:R:3:mulliken_charge:R:1 method="wB97M-V/def2-TZVPD" homo_ev=-8.1
C 1.6310 0.6418 -0.9396 -0.89
C 0.9284 -0.1807 -0.1505 0.60
C 1.4105 -0.7242 1.1902 -1.09
C -1.8180 1.5533 0.2172 -0.69
C -0.9373 -0.8121 -0.7567 -0.13
O -0.7586 -2.1971 -0.8878 -0.49
S -1.9677 -0.1981 0.4817 -0.10
H 1.4252 1.2252 -1.8168 0.31
H 2.7071 0.7796 -0.6243 0.16
H 1.3885 -1.8193 1.2802 0.28
H 2.4642 -0.2664 1.3492 0.35
H 0.6083 -0.5196 1.9946 0.22
H -2.2025 1.9835 1.1135 0.33
H -2.4386 1.8288 -0.7485 0.22
H -0.7867 1.7355 0.1290 0.25
H -1.2209 -0.4645 -1.7963 0.32
H -0.4328 -2.5657 -0.0350 0.35

Most stable: A

A | 17
Properties=species:S:1:pos:R:3:mulliken_charge:R:1 method="wB97M-V/def2-TZVPD" homo_ev=-8.6 smiles="C=CO[C@H](C)SC"
C 0.2751 -2.0376 0.4733 -0.70
C 0.2899 0.2546 -1.2581 0.04
C -1.1177 0.4498 -1.2908 -0.80
C 0.9226 1.5224 0.5693 0.23
C 0.1547 1.0865 1.5946 -0.48
H 0.7648 -3.1530 0.3979 0.26
H 0.1489 -1.8912 1.6868 0.24
H -0.8009 -2.0654 0.1772 0.26
H 0.7201 0.1664 -2.2076 0.24
H -1.6284 1.3246 -1.9189 0.24
H -1.5865 0.4085 -0.2140 0.12
H -1.7542 -0.5266 -1.4488 0.31
H 1.7755 2.2255 0.8546 0.27
H -0.9339 0.3963 1.2936 0.02
H 0.4391 1.5889 2.6255 0.22
O 1.0712 1.3489 -0.6798 -0.42
S 1.2598 -1.0986 -0.6547 -0.04

B | 17
Properties=species:S:1:pos:R:3:mulliken_charge:R:1 method="wB97M-V/def2-TZVPD" homo_ev=-8.7 smiles="CSCCCC=O"
O 1.1312 -0.5786 3.2289 -0.48
C 0.6825 -0.9567 2.1822 0.02
C 1.3583 -0.7690 0.8458 -0.57
C 0.4956 -1.2028 -0.3461 -0.65
C -0.7780 -0.3496 -0.4970 -0.74
S -0.8019 0.5575 -2.0735 -0.11
C -1.0968 2.2283 -1.4456 -0.87
H -0.2755 -1.5040 2.1136 0.34
H 2.2814 -1.3441 0.8152 0.35
H 1.7304 0.2554 0.7316 0.28
H 1.1514 -1.1682 -1.2115 0.41
H 0.1989 -2.2498 -0.2342 0.31
H -1.6494 -0.9927 -0.4439 0.40
H -0.9267 0.3430 0.3319 0.40
H -1.2653 2.9374 -2.2564 0.33
H -1.9930 2.2278 -0.8336 0.28
H -0.2431 2.5661 -0.9074 0.29

Most stable: B

A | 11
Properties=species:S:1:pos:R:3:mulliken_charge:R:1 method="wB97M-V/def2-TZVPD" homo_ev=-8.8
C 0.5083 -0.9819 -0.7207 -0.03
C -0.8195 1.1307 -0.2474 0.14
H 1.8241 0.8156 1.3400 0.11
H 0.1142 -1.8132 -1.3663 0.34
H -1.9566 -0.5819 1.4817 0.38
H -1.9747 1.1606 0.0920 0.26
N 1.7449 -0.7602 -0.5061 -0.28
N -0.5504 -0.1874 -0.0190 0.18
O -1.7251 -0.8603 0.2577 -0.54
O 0.0327 1.9117 -0.4793 -0.47
S 2.8021 0.1663 0.1674 -0.08

B | 11
Properties=species:S:1:pos:R:3:mulliken_charge:R:1 method="wB97M-V/def2-TZVPD" homo_ev=-9.5
C 1.7222 1.5288 -0.2818 -0.49
C 0.5949 1.2973 0.4645 -0.21
N -1.2078 -2.2830 -0.0322 0.27
N -1.3158 -2.3820 -1.1964 -0.35
O -1.9875 0.7847 -0.3562 -0.52
O -0.6050 -1.0195 0.6790 -0.36
S -0.6670 0.2725 -0.4068 0.50
H 2.5607 1.8734 0.2286 0.27
H 1.9314 1.1770 -1.3409 0.23
H 0.6233 1.6557 1.4725 0.35
H -1.6494 -2.9050 0.7698 0.30

Most stable: B

A | 14
Properties=species:S:1:pos:R:3:mulliken_charge:R:1 method="wB97M-V/def2-TZVPD" homo_ev=-8.6 smiles="N[C@@H](CS)C(=O)O"
C -0.2517 -0.6208 0.7347 0.04
C 0.5569 0.7766 1.1393 -0.52
C -0.0600 -0.8115 -0.9171 0.46
H 1.3868 -2.1304 0.7242 0.30
H 0.4292 -2.0900 2.2269 0.27
H -1.3046 -0.4554 0.9507 0.42
H 0.5579 0.8830 2.3023 0.33
H 1.6627 0.6169 0.4610 0.21
H -0.5647 2.7919 1.3191 0.06
H -0.0934 -2.5791 -0.9677 0.36
N 0.2747 -1.9681 1.1493 -0.82
O -0.0757 -1.9023 -1.5951 -0.39
O -0.0916 0.3323 -1.5370 -0.60
S -0.2581 2.0771 0.2659 -0.11

B | 14
Properties=species:S:1:pos:R:3:mulliken_charge:R:1 method="wB97M-V/def2-TZVPD" homo_ev=-9.4 smiles="N[C@@H](CS)C(=O)O"
O -0.2680 1.2040 1.9703 -0.53
C 0.5136 0.5253 1.3737 0.39
O 1.6931 0.1128 1.8820 -0.44
C 0.1629 -0.3032 0.1246 0.04
C 0.1354 0.6375 -1.0823 -0.54
S -0.0996 -0.2657 -2.7102 -0.31
N -1.1218 -0.9127 0.5050 -0.64
H 1.8107 0.6340 2.6942 0.33
H 0.9013 -1.0861 -0.0289 0.35
H -0.6880 1.3402 -1.0946 0.32
H 1.0947 1.1582 -1.0603 0.37
H -0.9321 -1.3280 -2.8499 0.13
H -1.3643 -1.5202 -0.2743 0.26
H -1.8378 -0.1960 0.5506 0.27

Most stable: B

A | 14
Properties=species:S:1:pos:R:3:mulliken_charge:R:1 method="wB97M-V/def2-TZVPD" homo_ev=-9.0 smiles="CSN(O)C(C)=O"
C -1.3023 -0.2259 -0.1978 0.75
C -1.2929 -0.3226 -1.7350 -1.08
C 1.4406 1.1152 1.6495 -0.68
N 0.0212 -0.4731 0.2245 0.02
O -2.1056 0.2636 0.5215 -0.56
O 0.9586 -1.0938 -0.5199 -0.47
S 0.4260 -0.3025 1.9943 -0.04
H -0.4084 0.3201 -2.0618 0.28
H -1.1837 -1.3091 -1.9740 0.36
H -2.2596 -0.0018 -2.0418 0.33
H 2.4574 0.6272 1.5165 0.21
H 1.5016 1.8833 2.4339 0.35
H 0.9715 1.5384 0.7499 0.20
H 0.7758 -2.0190 -0.5600 0.33

B | 14
Properties=species:S:1:pos:R:3:mulliken_charge:R:1 method="wB97M-V/def2-TZVPD" homo_ev=-9.5 smiles="CONC(=O)SC"
C -1.3509 2.0037 -1.2278 -0.45
C 0.2416 -0.5459 -0.0420 0.70
C 1.2245 -1.6936 1.8666 -0.81
H -1.0267 2.0537 -0.1094 0.22
H -2.4937 2.1221 -1.4795 0.20
H -0.6544 2.6608 -1.7535 0.26
H 0.6321 0.1758 -2.2130 0.29
H 0.2321 -2.2517 2.0495 0.27
H 1.3608 -0.7818 2.6253 0.27
H 1.8562 -2.5876 2.0440 0.34
N 0.1062 0.1851 -1.1549 -0.31
O -1.1030 0.6298 -1.4657 -0.23
O -0.6582 -0.4573 0.8394 -0.58
S 1.6336 -1.5131 0.0210 -0.17

Most stable: A

A | 14
Properties=species:S:1:pos:R:3:mulliken_charge:R:1 method="wB97M-V/def2-TZVPD" homo_ev=-7.8
C 0.2228 -0.5788 -0.8430 -0.41
C -1.1698 -1.0614 -0.5394 -0.72
C 0.8128 0.3228 0.2335 0.54
N -0.9877 1.0536 1.1290 -0.56
O 1.3880 1.4783 -0.2314 -0.56
O 1.5218 -0.1410 1.2794 -0.45
S -2.0783 0.4798 -0.0358 0.00
H 0.9240 -1.4200 -0.8586 0.32
H 0.2549 0.1312 -1.6852 0.32
H -1.6837 -1.4580 -1.4334 0.35
H -1.1441 -1.5832 0.4309 0.29
H -0.8647 0.3156 1.8678 0.23
H 0.7119 1.9169 -0.7910 0.35
H 2.0921 0.5442 1.4771 0.30

B | 14
Properties=species:S:1:pos:R:3:mulliken_charge:R:1 method="wB97M-V/def2-TZVPD" homo_ev=-9.2 smiles="N[C@H](CS)C(=O)O"
O -2.0446 -0.2280 -1.3463 -0.51
C -1.3703 -0.3148 -0.3661 0.31
O -1.7435 -0.8906 0.7933 -0.44
C 0.0427 0.3487 -0.2758 0.45
C 1.0247 -0.5773 0.4523 -0.83
S 1.9516 0.3697 1.7167 -0.23
N 0.3925 0.7837 -1.6399 -0.68
H -2.7142 -0.9615 0.7023 0.35
H -0.1189 1.2994 0.2264 0.25
H 1.7267 -1.1020 -0.2015 0.42
H 0.5210 -1.4436 0.8726 0.33
H 1.0973 0.1151 2.7332 0.14
H 1.3698 0.9896 -1.7889 0.21
H -0.1350 1.6117 -1.8783 0.24

C | 14
Properties=species:S:1:pos:R:3:mulliken_charge:R:1 method="wB97M-V/def2-TZVPD" homo_ev=-9.3
C 0.9965 1.3080 -1.1966 -0.63
C 1.0330 0.1120 0.8035 -0.42
C -1.5274 -0.7482 1.3020 0.08
H 0.7002 0.3765 -1.7227 0.25
H 2.0454 1.0007 -1.1210 0.34
H 0.6794 2.2617 -1.7361 0.22
H 1.9053 0.1302 1.4125 0.34
H 1.2184 -0.8507 0.1646 0.36
H -2.3702 -1.3141 2.4200 0.18
H -1.9196 -1.3994 -1.6793 0.35
N -2.1357 -1.0889 0.2222 -0.33
O 0.6308 1.2789 0.1232 -0.28
O -1.1820 -0.9149 -1.0390 -0.42
S -0.0742 -0.1518 2.0468 -0.04

D | 14
Properties=species:S:1:pos:R:3:mulliken_charge:R:1 method="wB97M-V/def2-TZVPD" homo_ev=-9.9
C -0.8148 -0.8680 -0.3457 0.13
C -0.1823 1.3001 0.5479 -0.78
C -0.7256 -0.0675 0.9237 -0.66
N -0.0563 -0.5456 -1.3166 -0.47
O 2.3248 0.5776 -1.0251 -0.52
O 1.6074 -1.2408 0.5140 -0.48
S 1.9348 -0.8306 -0.8308 0.65
H -1.7383 -1.5574 -0.5338 0.32
H -0.3647 2.0515 1.4301 0.28
H -0.7059 1.8117 -0.3720 0.26
H 0.7895 1.2107 0.1850 0.27
H -1.6817 -0.2101 1.3916 0.38
H -0.1509 -0.6096 1.6155 0.37
H -0.2361 -1.0218 -2.1838 0.25

Most stable: B